A cluster of 10 separate species, C14H48N6O10 in total, computed with ωB97M-V with the def2-TZVPD basis set.

Structure (XYZ):
```
78
Properties=species:S:1:pos:R:3
C -0.9382 -3.9758 2.5599
O -1.1016 -2.9195 2.0004
N 0.1349 -4.7599 2.4044
N -1.8952 -4.5818 3.3093
H -0.0227 -5.7471 2.3367
H 0.8278 -4.3775 1.7765
H -1.6350 -5.4550 3.7287
H -2.6312 -4.0299 3.6070
C 3.5276 0.5253 1.9309
O 3.2958 -0.6351 1.5620
N 2.8912 1.6025 1.4149
N 4.3317 0.7229 2.9472
H 2.0272 1.4351 0.8497
H 2.7352 2.3845 2.0313
H 4.8456 -0.0587 3.3573
H 4.7987 1.6371 3.0222
C -0.1008 -0.0565 0.2039
O 0.3350 1.1068 0.1255
N -1.4584 -0.3667 0.0538
N 0.7267 -1.0994 0.4665
H -2.0419 0.3636 -0.2648
H -1.8732 -1.2541 0.1977
H 1.7269 -0.9314 0.6311
H 0.3753 -2.0440 0.4699
C 3.2907 3.8510 -1.9560
O 3.0907 3.0500 -3.1449
H 2.3422 4.2154 -1.5661
H 3.7184 3.2226 -1.1327
H 3.9214 4.6263 -2.2853
H 2.1962 3.1448 -3.4215
C 3.1774 -3.3994 -0.4913
O 2.7029 -3.3154 0.8646
H 3.7762 -4.3131 -0.5753
H 2.3349 -3.3939 -1.1627
H 3.7316 -2.4690 -0.8213
H 3.3670 -2.7068 1.1938
C 0.2946 0.7963 -3.3144
O 1.1077 1.2656 -4.3640
H -0.6654 0.3305 -3.6274
H 0.7881 0.0210 -2.6752
H 0.0968 1.6213 -2.6203
H 1.9577 1.4347 -3.9477
C 0.3339 -0.6645 4.0373
C -0.9450 0.0187 3.6697
O -2.0591 -0.7314 3.9761
H 1.1508 0.0677 3.8841
H 0.5361 -1.4999 3.3194
H 0.3511 -1.0336 5.0475
H -0.8759 0.2446 2.6019
H -0.9718 0.9612 4.2482
H -2.1053 -1.4186 3.2990
C -4.3331 1.8641 -3.4407
C -3.3637 2.6786 -2.6562
O -2.7830 1.8831 -1.5958
H -3.7711 1.1891 -4.0784
H -4.8401 2.5305 -4.1010
H -5.1429 1.3904 -2.8770
H -3.8860 3.5824 -2.2683
H -2.6404 2.8980 -3.4679
H -2.1513 2.4930 -1.1801
C -0.7041 -2.6644 -2.8109
C -1.6282 -3.3899 -1.8731
O -3.0118 -3.3090 -2.3237
H 0.3174 -2.8312 -2.5804
H -0.9671 -1.5791 -2.6944
H -0.8643 -2.9078 -3.8640
H -1.5379 -2.9857 -0.8527
H -1.4079 -4.4517 -1.8781
H -3.0835 -2.4495 -2.7261
C -1.6271 3.7217 1.5450
C -0.7296 4.3358 0.4436
O -0.6504 3.5129 -0.6767
H -1.1472 2.8966 2.0471
H -2.5488 3.3858 1.0494
H -1.7712 4.4047 2.3506
H 0.2399 4.4689 0.9360
H -1.1071 5.3076 0.1671
H -0.3850 2.6134 -0.3510
```

Summary:
E_HOMO ... -9.67 eV
Relative energy (zero: lowest compared OMol25 entry of this formula, charge and spin) ... 0.000 eV
SMILES ... NC(N)=O.NC(N)=O.NC(N)=O.CCO.CCO.CCO.CCO.CO.CO.CO
Net charge ... 0
Calculated total energy ... -1643.183304 hartree
Frontier orbital gap ... 0.3722 hartree